The following is a quantum chemistry calculation of FO2STb as an isolated structure, from OMol25.

Atoms and positions in Å:
Tb: 1.076 -1.866 1.012
F: -1.164 2.067 -2.081
S: -0.392 0.531 0.075
O: -0.498 -0.979 -0.272
O: 0.978 0.247 1.266

Properties
charge: +1
LUMO energy (alpha / beta): -6.5624 / -6.7134 eV
HOMO energy (alpha / beta): -12.3 / -12.6 eV
spin multiplicity: 8
⟨S²⟩: 16.8083

=====

The following is a quantum chemistry calculation of C18H46CrFN8O2P2 as an isolated structure, from OMol25.

Atoms and positions in Å:
Cr: -1.743 -1.544 1.499
F: -3.337 -2.024 1.817
O: -1.052 0.158 1.933
P: -0.423 1.481 2.253
N: -1.618 2.674 2.228
C: -1.849 3.574 1.067
C: -2.796 2.384 3.067
N: 0.748 1.882 1.204
C: 1.631 3.039 1.698
C: 0.750 1.594 -0.234
N: 0.317 1.538 3.699
C: 1.235 0.520 3.935
C: -0.270 2.059 4.952
H: -2.431 3.068 0.272
H: -0.945 3.980 0.607
H: -2.391 4.401 1.524
H: -2.453 1.716 3.909
H: -3.632 1.973 2.543
H: -3.112 3.328 3.515
H: 2.261 3.341 0.864
H: 1.085 3.962 1.826
H: 2.339 2.823 2.478
H: 1.701 1.758 -0.772
H: 0.619 0.468 -0.341
H: -0.024 2.164 -0.801
H: 0.765 -0.256 4.535
H: 1.601 0.142 3.007
H: 2.095 0.983 4.456
H: -0.430 3.107 4.864
H: 0.627 2.023 5.607
H: -1.018 1.296 5.264
O: -0.467 -1.562 -0.088
P: 0.355 -2.539 -0.921
N: 1.914 -2.600 -0.537
C: 2.462 -3.080 0.760
C: 2.999 -2.212 -1.501
N: 0.127 -2.150 -2.518
C: 0.498 -3.123 -3.587
C: -0.423 -0.753 -2.898
N: -0.233 -4.012 -0.714
C: 0.539 -5.204 -0.418
C: -1.656 -4.230 -0.623
H: 2.666 -4.170 0.810
H: 1.722 -2.792 1.519
H: 3.420 -2.523 0.843
H: 2.553 -1.805 -2.423
H: 3.591 -3.036 -1.796
H: 3.572 -1.478 -1.043
H: 0.137 -2.739 -4.564
H: 1.617 -3.180 -3.586
H: 0.100 -4.137 -3.389
H: 0.311 -0.175 -3.514
H: -1.321 -0.902 -3.496
H: -0.495 -0.189 -2.005
H: -0.070 -6.007 -0.764
H: 1.501 -5.357 -0.890
H: 0.586 -5.405 0.656
H: -1.821 -5.138 -1.221
H: -2.241 -3.369 -1.014
H: -2.009 -4.365 0.440
C: -0.438 5.388 -4.915
C: -1.594 4.598 -5.529
C: -1.230 3.129 -5.688
C: -0.597 2.573 -4.470
N: 0.151 2.188 -3.653
H: 0.378 5.139 -5.624
H: -0.159 4.860 -4.024
H: -0.642 6.469 -4.856
H: -1.866 5.021 -6.533
H: -2.428 4.755 -4.824
H: -0.405 2.938 -6.363
H: -2.094 2.468 -5.890
C: 0.758 -3.345 5.136
C: -0.114 -2.884 3.974
N: -0.660 -2.344 3.115
H: 1.750 -3.081 4.973
H: 0.692 -4.402 5.186
H: 0.315 -2.847 5.993

Properties
charge: +2
LUMO energy (alpha / beta): -7.4349 / -6.2960 eV
HOMO energy (alpha / beta): -14.2 / -14.2 eV
spin multiplicity: 4
⟨S²⟩: 3.7674

=====

Q: Which value of charge does entry 1 give?
A: +1

=====

Q: Which of these has the highest spin multiplicity?
A: FO2STb

=====

Q: The lowest charge belongs to which entry?
A: FO2STb

=====

Q: Which value of spin multiplicity does entry 2 give?
A: 4